No. 1
This record from the OMol25 dataset describes a structure of composition C3H3LiO2Pb. The level of theory is ωB97M-V/def2-TZVPD.

The expectation value of S² is 0.765. The orbital gap (spin up / spin down) is 7.02 / 6.69 eV.

The geometry in ORCA input format:
```
! RIJCOSX wB97M-V def2-TZVPD def2/J DEFGRID3
* xyz 1 2
O -1.902 -0.141 -0.543
Li -3.176 -1.406 -0.822
C 0.682 1.410 0.512
C 0.150 0.119 0.716
O 1.891 0.947 -0.025
C 1.425 -0.420 0.104
H -0.390 -0.262 1.587
H 1.330 -0.898 -0.883
H 2.085 -1.011 0.754
Pb -2.095 1.663 -1.402
*
```

---

No. 2
This record from the OMol25 dataset describes a structure of composition C14H23MoN2P. The level of theory is ωB97M-V/def2-TZVPD.

The expectation value of S² is 2.063. The orbital gap (spin up / spin down) is 6.07 / 6.25 eV.

The geometry in ORCA input format:
```
! RIJCOSX wB97M-V def2-TZVPD def2/J DEFGRID3
* xyz 2 3
C 3.146 -1.936 -1.073
C 2.397 -1.282 -2.056
C 1.422 -0.337 -1.702
C 1.202 -0.083 -0.339
C 1.951 -0.743 0.648
C 2.940 -1.666 0.285
C 0.739 0.458 -2.779
C -0.807 0.528 -2.822
N -1.502 0.246 -1.529
Mo -0.484 1.252 0.203
C 1.678 -0.442 2.098
P -0.013 0.263 2.270
H 2.567 -1.472 -3.117
H 3.544 -2.127 1.070
H 3.908 -2.668 -1.363
H 2.366 0.319 2.501
H 1.761 -1.344 2.726
H 1.099 1.506 -2.764
H 1.012 0.034 -3.753
H -1.123 1.539 -3.106
C -0.076 0.877 3.958
C -0.989 -1.266 2.351
H -1.208 -0.194 -3.565
C -1.633 -1.204 -1.287
C -2.869 0.848 -1.558
H 0.394 1.995 1.483
H -2.216 -1.634 -2.123
H -0.649 -1.681 -1.253
H -2.154 -1.384 -0.340
H -3.513 0.265 -2.232
H -3.282 0.858 -0.538
H -2.790 1.881 -1.899
H -0.784 -1.778 3.302
H -2.056 -1.002 2.299
H -0.737 -1.929 1.513
H 0.287 0.114 4.655
H 0.524 1.796 4.029
H -1.125 1.112 4.198
H -0.503 2.594 1.261
N -1.402 4.321 -0.106
C -1.021 3.365 0.452
*
```

---

No. 3
This record from the OMol25 dataset describes a cluster of 2 separate species, C48H43N2O2S in total. The level of theory is ωB97M-V/def2-TZVPD.

The orbital gap is 5.74 eV.

The geometry in ORCA input format:
```
! RIJCOSX wB97M-V def2-TZVPD def2/J DEFGRID3
* xyz 1 1
C -5.045 -2.297 2.817
O -4.549 -0.945 2.889
C -3.214 -0.678 2.896
C -2.876 0.699 2.941
C -1.554 1.091 3.015
C -0.541 0.127 3.076
C 0.886 0.507 3.413
C 1.896 0.407 2.426
S 3.508 0.122 2.892
C 3.464 -1.004 4.317
C 3.895 -1.100 1.594
O 1.176 0.905 4.569
C -0.863 -1.229 2.987
C -2.187 -1.654 2.895
H -6.126 -2.165 2.752
H -4.676 -2.817 1.922
H -4.792 -2.863 3.724
H -3.690 1.424 2.935
H -1.297 2.145 3.018
H 1.666 0.414 1.355
H 4.503 -1.110 4.655
H 2.855 -0.559 5.107
H 3.065 -1.967 3.983
H 4.987 -1.131 1.525
H 3.465 -2.054 1.917
H 3.448 -0.745 0.662
H -0.048 -1.954 3.005
H -2.429 -2.718 2.853
C 6.387 5.837 -4.284
C 6.873 4.645 -3.733
C 7.035 4.536 -2.354
C 6.733 5.633 -1.540
N 6.926 5.501 -0.133
C 8.109 6.057 0.425
C 8.111 7.394 0.840
C 9.324 8.020 1.132
C 10.521 7.298 1.063
C 10.500 5.941 0.726
C 9.293 5.317 0.404
C 5.902 4.957 0.648
C 6.139 3.871 1.503
C 5.096 3.293 2.209
C 3.808 3.890 2.214
C 2.749 3.415 3.051
C 1.951 4.327 3.794
C 0.619 3.983 4.154
C -0.231 4.900 4.725
C 0.244 6.177 5.087
N -0.636 7.134 5.540
C -0.193 8.330 6.153
C -0.509 9.550 5.546
C -0.258 10.738 6.229
C 0.258 10.696 7.532
C 0.622 9.473 8.111
C 0.436 8.283 7.402
C -2.039 6.954 5.387
C -2.811 6.680 6.520
C -4.186 6.497 6.380
C -4.789 6.656 5.127
C -4.011 6.956 4.004
C -2.625 7.078 4.126
C 1.607 6.488 4.898
C 2.428 5.612 4.214
C 3.603 5.029 1.378
C 4.610 5.506 0.565
C 6.268 6.831 -2.080
C 6.072 6.924 -3.461
H 6.259 5.921 -5.363
H 7.133 3.796 -4.368
H 7.406 3.624 -1.879
H 7.161 7.931 0.895
H 9.327 9.075 1.409
H 11.469 7.795 1.274
H 11.422 5.361 0.703
H 9.248 4.264 0.120
H 7.152 3.469 1.554
H 5.271 2.415 2.835
H 2.583 2.352 3.176
H 0.274 2.977 3.956
H -1.277 4.650 4.900
H -0.942 9.543 4.543
H -0.487 11.690 5.745
H 0.379 11.624 8.096
H 1.045 9.438 9.119
H 0.729 7.316 7.819
H -2.311 6.585 7.489
H -4.779 6.230 7.254
H -5.868 6.542 5.027
H -4.472 7.089 3.025
H -1.985 7.280 3.261
H 1.988 7.446 5.265
H 3.457 5.892 4.005
H 2.629 5.516 1.363
H 4.441 6.334 -0.125
H 6.058 7.668 -1.410
H 5.680 7.852 -3.881
*
```

---

No. 4
This record from the OMol25 dataset describes an isolated molecule of C8H18N3PSi. The level of theory is ωB97M-V/def2-TZVPD.

The orbital gap (spin up / spin down) is 6.28 / 7.71 eV.

The geometry in ORCA input format:
```
! RIJCOSX wB97M-V def2-TZVPD def2/J DEFGRID3
* xyz 0 1
C 1.086 -0.757 -0.470
C 2.984 -0.978 -2.119
C 1.201 -2.643 -1.971
C 2.888 -2.564 -0.189
C -1.634 1.370 2.939
C -4.029 2.071 1.002
C -1.252 3.214 0.339
C 2.065 -1.644 -1.159
N -0.200 -1.135 -0.406
N -1.226 -0.670 -0.026
N -2.085 0.104 0.378
Si -2.123 1.715 1.092
P 1.563 0.527 0.615
H 3.964 -0.723 -1.625
H 3.322 -1.556 -3.019
H 2.601 -0.057 -2.471
H 0.285 -2.135 -2.434
H 0.847 -3.419 -1.251
H 1.774 -3.141 -2.786
H 2.455 -3.627 -0.275
H 2.733 -2.223 0.918
H 3.984 -2.560 -0.386
H -1.345 2.336 3.366
H -2.627 1.077 3.295
H -0.930 0.442 3.119
H -4.332 1.927 -0.015
H -4.710 1.408 1.635
H -4.099 3.161 1.210
H -1.219 3.042 -0.680
H -1.624 4.190 0.567
H -0.316 3.247 0.804
*
```

---

No. 5
This record from the OMol25 dataset describes a cluster of 2 separate species, C3H4BrN in total. The level of theory is ωB97M-V/def2-TZVPD.

The orbital gap (spin up / spin down) is 8.74 / 8.74 eV.

The geometry in ORCA input format:
```
! RIJCOSX wB97M-V def2-TZVPD def2/J DEFGRID3
* xyz 0 1
C 1.818 -0.435 -1.336
C 0.771 -0.313 -0.757
C -0.429 -0.141 -0.063
N -0.440 1.802 0.560
Br -0.249 2.859 -0.930
H 2.722 -0.581 -1.848
H -0.476 -0.590 0.922
H -1.338 -0.154 -0.645
H -1.421 1.850 0.841
*
```

---

No. 6
This record from the OMol25 dataset describes a structure of composition C26H20BrFeN4OS3. The level of theory is ωB97M-V/def2-TZVPD.

The orbital gap is 6.56 eV.

The geometry in ORCA input format:
```
! RIJCOSX wB97M-V def2-TZVPD def2/J DEFGRID3
* xyz -1 1
Fe 1.932 -0.098 0.034
C -5.390 2.097 -0.705
C -3.870 2.048 -0.548
C -3.231 2.836 -1.703
C -3.499 2.720 0.781
C -3.324 0.620 -0.595
C -4.110 -0.476 -0.986
C -3.576 -1.746 -1.125
C -2.221 -1.924 -0.875
S -1.240 -3.348 -1.045
C 0.159 -2.403 -0.594
N -0.084 -1.171 -0.299
C -1.426 -0.850 -0.468
C -1.983 0.412 -0.318
C 1.521 -2.907 -0.605
C 1.803 -4.273 -0.750
C 3.109 -4.700 -0.809
C 4.132 -3.756 -0.682
C 3.843 -2.416 -0.508
C 2.520 -1.945 -0.510
H -5.729 3.133 -0.636
H -5.892 1.526 0.080
H -5.705 1.710 -1.676
H -3.560 3.878 -1.679
H -3.518 2.404 -2.664
H -2.141 2.813 -1.638
H -3.893 3.739 0.803
H -2.419 2.779 0.911
H -3.920 2.170 1.626
H -5.162 -0.345 -1.200
H -4.197 -2.574 -1.442
H -1.324 1.221 -0.035
H 0.988 -4.986 -0.807
H 3.338 -5.749 -0.943
H 5.167 -4.073 -0.729
H 4.656 -1.715 -0.381
O -0.448 0.907 4.832
C 0.377 0.388 3.885
C 1.136 -0.766 4.127
C 1.913 -1.272 3.105
N 1.935 -0.640 1.939
C 1.266 0.460 1.711
Br 0.910 1.661 -1.166
C 0.444 1.032 2.659
H -0.435 0.348 5.615
H 1.112 -1.256 5.093
H 2.512 -2.168 3.218
H -0.132 1.930 2.477
S 4.069 0.855 0.412
C 4.101 1.050 -1.281
S 3.109 -0.134 -2.024
C 4.835 2.001 -1.959
C 4.770 2.115 -3.383
N 4.736 2.222 -4.531
C 5.672 2.931 -1.270
N 6.367 3.684 -0.741
*
```

---

No. 7
This record from the OMol25 dataset describes a cluster of 2 separate species, C5H14N in total. The level of theory is ωB97M-V/def2-TZVPD.

The orbital gap is 9.11 eV.

The geometry in ORCA input format:
```
! RIJCOSX wB97M-V def2-TZVPD def2/J DEFGRID3
* xyz 1 1
C -0.668 2.487 -1.633
N -0.644 0.986 -1.556
H -1.483 2.848 -1.017
H 0.301 2.848 -1.303
H -0.835 2.775 -2.667
H -1.572 0.584 -1.708
H -0.336 0.668 -0.627
H -0.016 0.545 -2.230
C -0.834 -0.612 1.403
C 0.547 -1.186 1.203
C 1.337 -1.400 2.245
C 1.020 -1.495 -0.194
H -0.885 0.473 1.229
H -1.138 -0.729 2.441
H -1.584 -1.102 0.777
H 2.334 -1.800 2.108
H 0.996 -1.165 3.244
H 1.756 -2.294 -0.215
H 1.511 -0.629 -0.656
H 0.193 -1.802 -0.843
*
```

---

No. 8
This record from the OMol25 dataset describes a cluster of 2 separate species, C15H10Cl4NO4 in total. The level of theory is ωB97M-V/def2-TZVPD.

The orbital gap is 3.75 eV.

The geometry in ORCA input format:
```
! RIJCOSX wB97M-V def2-TZVPD def2/J DEFGRID3
* xyz -1 1
Cl 4.163 -2.391 -2.561
C 2.698 -1.539 -2.380
C 2.651 -0.178 -2.307
Cl 4.053 0.789 -2.422
C 1.372 0.555 -2.091
O 1.326 1.741 -1.764
C 0.144 -0.267 -2.247
Cl -1.280 0.571 -2.683
C 0.193 -1.625 -2.177
Cl -1.219 -2.571 -2.026
C 1.473 -2.382 -2.267
O 1.512 -3.609 -2.274
C -0.759 -3.595 2.643
C -0.036 -2.284 2.479
O -0.785 -1.497 1.540
C -0.296 -0.224 1.424
C -1.132 0.542 0.523
C -1.147 1.941 0.499
C -0.141 2.757 1.110
C -0.113 4.119 0.821
N -1.034 4.715 0.059
C -2.028 3.997 -0.468
C -2.169 2.632 -0.236
O 0.724 0.136 2.016
H -0.081 -4.348 3.051
H -1.582 -3.480 3.357
H -1.168 -3.961 1.697
H 0.020 -1.760 3.445
H 0.978 -2.429 2.087
H -1.905 0.005 -0.012
H 0.636 2.294 1.715
H 0.696 4.746 1.209
H -2.743 4.516 -1.114
H -3.019 2.086 -0.648
*
```

---

| no. | F_max (hartree/bohr) | energy (Ha) |
| --- | --- | --- |
| 1 | 0.04825 | -466.55150 |
| 2 | 0.07047 | -1065.53734 |
| 3 | 0.03962 | -2512.74477 |
| 4 | 0.10786 | -1110.52539 |
| 5 | 0.07532 | -2745.31090 |
| 6 | 0.03303 | -6329.38896 |
| 7 | 0.00799 | -253.37918 |
| 8 | 0.04367 | -2774.10467 |